Entry 1:
128
Properties=species:S:1:pos:R:3 method="wB97M-V/def2-TZVPD" e_above_lowest_kj_mol=76.74 orbital_gap_ev=3.1 total_charge=-1 lumo_energy_ev=-0.04 e_homo_ev=-3.1
Ca 2.11 0.57 -1.10
C 5.44 -3.43 5.51
C 5.08 -2.22 4.69
C 4.06 -2.29 3.75
C 3.73 -1.19 2.96
C 4.42 0.00 3.13
C 5.44 0.09 4.07
C 5.77 -1.02 4.84
S 3.89 1.44 2.22
O 2.58 1.74 2.76
O 4.94 2.42 2.39
N 3.68 0.98 0.72
C 4.78 0.89 -0.14
C 6.13 0.73 0.23
C 7.08 0.59 -0.76
C 6.71 0.62 -2.10
C 5.37 0.78 -2.38
N 4.44 0.93 -1.44
H 4.66 -4.19 5.46
H 5.60 -3.17 6.56
H 6.36 -3.89 5.15
H 3.50 -3.21 3.61
H 2.94 -1.26 2.22
H 5.98 1.02 4.19
H 6.56 -0.95 5.57
H 6.42 0.71 1.27
H 8.12 0.46 -0.48
H 7.43 0.50 -2.90
H 5.00 0.80 -3.40
F -3.44 4.15 -1.77
C -3.12 2.99 -2.43
C -2.03 2.27 -2.02
C -1.62 1.17 -2.75
C -0.34 0.49 -2.34
O -0.10 0.55 -1.00
C -0.20 -0.87 -2.99
C -1.03 -1.25 -3.96
N -2.11 -0.49 -4.43
C -2.84 -0.92 -5.57
C -3.17 -2.37 -5.72
C -4.26 -1.39 -5.40
C -2.42 0.71 -3.82
C -3.52 1.47 -4.21
C -3.87 2.63 -3.53
N -4.95 3.43 -4.04
C -5.85 4.04 -3.08
C -7.11 4.47 -3.79
N -6.70 5.46 -4.86
C -5.71 4.86 -5.84
C -4.52 4.38 -5.04
C 0.95 -1.84 -2.70
O 0.83 -3.02 -3.07
O 1.95 -1.34 -2.09
H -1.43 2.60 -1.19
H -0.88 -2.19 -4.46
H -2.63 -0.37 -6.49
H -2.84 -3.02 -4.92
H -3.13 -2.79 -6.71
H -4.64 -1.38 -4.38
H -4.98 -1.14 -6.17
H -4.16 1.14 -5.03
H -5.41 4.91 -2.57
H -6.10 3.31 -2.31
H -7.81 4.99 -3.14
H -7.59 3.64 -4.31
H -6.24 6.25 -4.40
H -7.52 5.83 -5.35
H -5.48 5.62 -6.57
H -6.23 4.02 -6.31
H -4.01 5.26 -4.59
H -3.80 3.91 -5.71
C 6.28 -4.69 1.48
N 4.86 -4.98 1.50
C 4.26 -6.00 2.20
C 2.93 -5.89 2.02
N 2.72 -4.76 1.23
C 3.93 -4.19 0.88
S 4.26 -2.88 -0.06
C 1.43 -4.40 0.72
C 0.54 -5.41 0.37
C -0.69 -5.03 -0.15
C -0.96 -3.68 -0.33
C 0.01 -2.77 0.06
N 1.17 -3.12 0.60
H 6.80 -5.52 1.95
H 6.49 -3.76 2.01
H 6.61 -4.56 0.45
H 4.82 -6.72 2.77
H 2.12 -6.46 2.42
H 0.80 -6.46 0.45
H -1.40 -5.78 -0.45
H -1.88 -3.34 -0.77
H -0.15 -1.70 -0.08
Se 0.95 1.77 -3.44
C -4.93 -0.59 1.00
C -4.12 -1.48 1.71
C -2.80 -1.13 1.99
C -2.26 0.09 1.59
C -3.09 0.96 0.89
C -4.41 0.63 0.60
Sb -0.18 0.51 1.94
C -0.38 0.15 4.07
C 0.73 -0.34 4.74
C 0.68 -0.65 6.09
C -0.49 -0.46 6.80
C -1.62 0.03 6.15
C -1.56 0.33 4.80
C -0.44 2.64 1.95
C -0.03 3.36 0.83
C -0.20 4.74 0.76
C -0.78 5.42 1.82
C -1.19 4.71 2.95
C -1.02 3.34 3.01
H -5.95 -0.86 0.77
H -4.51 -2.43 2.03
H -2.19 -1.84 2.54
H -2.71 1.92 0.57
H -5.02 1.33 0.04
H 1.67 -0.48 4.20
H 1.57 -1.03 6.59
H -0.54 -0.70 7.86
H -2.55 0.17 6.70
H -2.46 0.68 4.30
H 0.41 2.85 -0.02
H 0.13 5.27 -0.12
H -0.90 6.50 1.78
H -1.63 5.24 3.79
H -1.33 2.81 3.90

***

Entry 2:
8
Properties=species:S:1:pos:R:3 method="wB97M-V/def2-TZVPD" e_above_lowest_kj_mol=152.70 orbital_gap_ev="9.8 / 4.3" s2=6.009 spin_multiplicity=5 total_charge=+3 lumo_energy_ev="-15.53 / -18.37" e_homo_ev="-25.4 / -22.7"
O -0.09 -1.39 0.02
Ho -1.15 -3.51 -0.15
C -0.29 -0.19 0.01
C 0.50 0.93 0.39
H 1.58 0.79 0.25
H 0.10 1.35 1.32
H -0.70 0.45 -1.12
H 0.04 1.57 -0.72

***

Entry 3:
59
Properties=species:S:1:pos:R:3 method="wB97M-V/def2-TZVPD" e_above_lowest_kj_mol=125.92 orbital_gap_ev="6.8 / 6.8" total_charge=+1 lumo_energy_ev="-4.68 / -4.68" e_homo_ev="-11.5 / -11.5"
Rh 1.58 -0.38 -1.22
Se 7.03 4.83 -1.03
N 7.03 3.06 -1.08
C 5.80 2.65 -1.12
C 5.41 1.25 -1.14
C 6.30 0.17 -1.08
C 5.80 -1.11 -1.09
C 4.43 -1.31 -1.18
N 3.58 -0.29 -1.26
C 4.05 0.98 -1.21
C 3.04 2.02 -1.21
N 1.75 1.60 -1.25
C 0.78 2.51 -1.24
C 1.04 3.87 -1.17
C 2.35 4.31 -1.14
C 3.38 3.37 -1.16
C 4.79 3.70 -1.13
N 5.25 4.92 -1.09
H 7.36 0.37 -1.01
H 6.45 -1.97 -1.05
H 4.00 -2.31 -1.20
H -0.23 2.14 -1.29
H 0.22 4.57 -1.16
H 2.59 5.36 -1.08
C -3.56 -1.99 3.95
C -4.10 -1.06 2.87
C -5.41 -1.58 2.32
C -5.96 -0.63 1.26
C -4.94 -0.43 0.18
C -5.32 -0.11 -1.10
C -4.37 0.06 -2.10
F -4.77 0.39 -3.33
C -3.03 -0.10 -1.86
C -2.62 -0.41 -0.55
C -1.19 -0.49 -0.27
O -0.39 -0.32 -1.24
C -0.84 -0.71 1.06
C -1.82 -0.92 2.00
N -3.13 -0.88 1.75
C -3.57 -0.58 0.47
C 0.58 -0.66 1.61
O 0.72 -0.92 2.79
O 1.56 -0.27 0.84
H -4.36 -2.21 4.65
H -2.75 -1.54 4.53
H -3.21 -2.92 3.52
H -4.27 -0.07 3.31
H -6.12 -1.69 3.13
H -5.25 -2.57 1.88
H -6.19 0.34 1.72
H -6.88 -1.01 0.84
H -6.37 0.02 -1.35
H -2.30 0.01 -2.64
H -1.49 -1.12 3.01
F 1.56 -2.31 -1.36
B 1.50 -4.32 -1.08
F 0.61 -4.57 -2.02
F 2.80 -4.49 -1.34
F 1.11 -4.27 0.19

***

Entry 4:
72
Properties=species:S:1:pos:R:3 method="wB97M-V/def2-TZVPD" e_above_lowest_kj_mol=74.58 orbital_gap_ev=6.8 total_charge=-2 lumo_energy_ev=3.71 e_homo_ev=-3.0
Tl 0.42 -0.42 -0.18
O -1.17 6.58 2.20
C -0.70 5.69 2.91
O -0.41 5.70 4.12
C -0.41 4.33 2.18
C 0.80 3.67 2.34
C 1.00 2.45 1.71
N 0.09 1.87 0.94
C -1.08 2.49 0.77
C -1.36 3.71 1.37
C -2.15 1.79 -0.08
O -3.20 2.39 -0.28
O -1.89 0.61 -0.48
H 1.57 4.09 2.97
H 1.93 1.91 1.81
H -2.33 4.16 1.20
Br 4.42 -2.08 3.65
C 2.55 -1.89 4.00
C 2.08 -2.22 5.25
C 0.74 -2.12 5.52
Br 0.13 -2.65 7.27
C -0.17 -1.65 4.56
C -1.56 -1.50 4.77
C -2.35 -1.04 3.75
C -1.76 -0.74 2.52
N -0.48 -0.88 2.29
C 0.33 -1.31 3.27
C 1.74 -1.42 2.95
O 2.20 -1.12 1.81
H 2.77 -2.57 6.01
H -1.98 -1.73 5.73
H -3.41 -0.90 3.89
H -2.35 -0.36 1.69
N 2.43 -3.35 0.29
C 2.23 -4.37 -0.24
H 2.53 -2.47 0.78
C 4.77 2.58 -4.45
C 3.90 2.18 -3.30
C 4.33 1.24 -2.37
C 3.48 0.88 -1.34
N 2.27 1.39 -1.18
C 1.87 2.31 -2.05
C 2.64 2.73 -3.12
H 5.49 1.79 -4.68
H 5.33 3.49 -4.20
H 4.17 2.79 -5.34
H 5.30 0.78 -2.45
H 3.77 0.13 -0.61
H 0.88 2.71 -1.88
H 2.25 3.46 -3.81
C -4.92 -0.38 0.03
C -4.98 -1.83 -0.46
C -4.76 -1.93 -1.95
S -3.06 -1.43 -2.55
O -3.15 -1.78 -3.98
C -2.17 -2.84 -1.71
C -1.03 -3.39 -2.55
C -1.56 -4.33 -3.63
H -5.04 -0.33 1.11
H -5.72 0.21 -0.43
H -3.98 0.08 -0.24
H -5.96 -2.26 -0.22
H -4.22 -2.41 0.07
H -5.44 -1.26 -2.48
H -4.91 -2.94 -2.33
H -2.87 -3.64 -1.45
H -1.79 -2.37 -0.80
H -0.32 -3.92 -1.91
H -0.49 -2.56 -3.01
H -2.07 -5.18 -3.17
H -0.76 -4.71 -4.26
H -2.27 -3.79 -4.25

***

Entry 5:
17
Properties=species:S:1:pos:R:3 method="wB97M-V/def2-TZVPD" e_above_lowest_kj_mol=452.08 orbital_gap_ev="6.7 / 9.3" total_charge=+1 lumo_energy_ev="-5.96 / -3.90" e_homo_ev="-12.7 / -13.2"
C 0.15 0.34 2.02
C 0.70 -2.43 -2.13
C -1.15 1.41 -1.49
N 1.00 0.62 3.00
N 0.46 0.47 0.76
O -2.00 -0.51 0.38
P -0.91 -0.20 -0.52
H -0.65 -0.17 2.37
H 0.87 -1.65 -2.83
H 1.62 -2.81 -1.74
H -0.23 -2.84 -1.97
H -0.34 1.60 -2.06
H -1.80 1.25 -2.25
H -1.53 2.10 -0.88
H 0.68 0.72 3.97
H 1.85 1.12 2.94
H 1.26 0.99 0.43

***

Entry 6:
34
Properties=species:S:1:pos:R:3 method="wB97M-V/def2-TZVPD" e_above_lowest_kj_mol=31.33 orbital_gap_ev=8.1 total_charge=+2 lumo_energy_ev=-7.33 e_homo_ev=-15.4
Au 0.55 1.16 -0.27
C -0.13 -2.38 -3.75
N -0.61 -2.40 -2.36
C -1.01 -3.53 -1.68
C -1.36 -3.16 -0.44
N -1.18 -1.77 -0.36
C -0.71 -1.34 -1.56
S -0.32 0.25 -2.14
C -1.55 -1.01 0.80
C -2.29 -1.61 1.80
C -2.66 -0.86 2.90
C -2.30 0.47 2.97
C -1.57 1.00 1.93
N -1.18 0.27 0.86
H -0.27 -3.37 -4.16
H 0.92 -2.11 -3.77
H -0.71 -1.67 -4.33
H -1.01 -4.51 -2.14
H -1.69 -3.76 0.38
H -2.62 -2.63 1.72
H -3.23 -1.33 3.70
H -2.58 1.10 3.80
H -1.28 2.04 1.92
N 2.71 3.77 2.02
C 2.24 2.98 1.09
O 1.26 2.21 1.36
C 2.78 2.97 -0.31
C 2.38 1.66 -0.98
H 2.31 3.77 2.94
H 3.50 4.38 1.84
H 3.87 3.08 -0.30
H 2.38 3.85 -0.82
H 2.96 0.83 -0.59
H 2.42 1.69 -2.06

***

Entry 7:
14
Properties=species:S:1:pos:R:3 method="wB97M-V/def2-TZVPD" e_above_lowest_kj_mol=322.24 orbital_gap_ev=11.6 total_charge=0 lumo_energy_ev=1.25 e_homo_ev=-10.4 smiles=CCCC
C 0.75 1.61 -0.05
C -0.12 0.57 0.70
C 0.26 -0.85 0.29
C -0.76 -1.40 -0.67
H 1.66 1.31 0.14
H 0.25 2.57 0.07
H 0.59 1.45 -1.32
H -0.13 0.76 1.79
H -1.13 0.90 0.58
H 0.32 -1.62 1.36
H 1.33 -0.87 -0.07
H -0.80 -0.74 -1.64
H -0.25 -2.20 -0.80
H -1.97 -1.49 -0.38

***

Entry 8:
47
Properties=species:S:1:pos:R:3 method="wB97M-V/def2-TZVPD" e_above_lowest_kj_mol=23.23 orbital_gap_ev=9.5 total_charge=0 lumo_energy_ev=0.25 e_homo_ev=-9.3 smiles="O=C(NCC[C@@H](F)Cn1cc(C2(C3CC3)CC2)nn1)c1ncnc(O)c1Br"
O -1.53 1.58 0.31
C -0.95 2.60 0.61
N -0.68 3.00 1.87
C -1.13 2.23 3.03
C -0.54 0.82 3.06
C 0.97 0.79 3.00
F 1.47 1.38 4.16
C 1.55 -0.62 2.93
N 1.28 -1.23 1.64
C 0.20 -1.94 1.23
C 0.40 -2.13 -0.11
C -0.43 -2.87 -1.09
C 0.09 -4.25 -1.39
C -0.20 -4.95 -2.69
C 1.18 -4.43 -2.40
C -1.92 -2.64 -1.05
C -1.09 -2.04 -2.16
N 1.58 -1.53 -0.44
N 2.10 -0.99 0.62
C -0.45 3.57 -0.45
N -0.78 4.85 -0.26
C -0.40 5.69 -1.20
N 0.29 5.40 -2.30
C 0.65 4.13 -2.45
O 1.38 3.81 -3.52
C 0.31 3.14 -1.52
Br 0.96 1.40 -1.69
H -0.35 3.94 2.00
H -0.82 2.78 3.91
H -2.22 2.16 3.03
H -0.87 0.32 3.97
H -0.93 0.26 2.21
H 1.34 1.37 2.16
H 2.63 -0.57 3.05
H 1.13 -1.25 3.71
H -0.59 -2.23 1.90
H 0.14 -4.89 -0.52
H -0.36 -6.02 -2.64
H -0.78 -4.44 -3.44
H 1.50 -3.54 -2.93
H 1.97 -5.14 -2.19
H -2.54 -3.49 -1.29
H -2.31 -1.96 -0.30
H -0.92 -0.98 -2.12
H -1.19 -2.46 -3.15
H -0.67 6.74 -1.07
H 1.51 4.63 -4.02